1.
The following is a DFT calculation (ωB97M-V/def2-TZVPD) of a 2-piece molecular cluster, C5H11IN overall in a non-equilibrium geometry.

The LUMO energy (spin up / spin down) comes out at -5.28 / -9.84 eV. The calculation puts the relative energy (zero: lowest compared OMol25 entry of this formula, charge and spin) at 258.8 kJ/mol. Its spin multiplicity is 3. For the orbital gap (spin up / spin down), the calculation gives 2.54 / 2.82 eV. As for the HOMO energy (spin up / spin down): -7.8231 / -12.6578 eV. Its expectation value of S² is 2.008. Its net charge is +1.

XYZ file:
```
18
C5H11IN ωB97M-V/def2-TZVPD
C -0.33 1.07 -0.71
C 0.46 -0.24 -1.17
C 0.10 1.37 0.71
C 1.11 -0.73 0.08
C 1.83 -1.96 0.35
N 0.84 0.18 0.99
I -4.50 0.50 -0.19
H -0.22 1.86 -1.45
H -1.39 0.95 -0.72
H -0.34 -0.83 -1.67
H 1.08 -0.10 -1.99
H 0.74 2.20 0.92
H -0.78 1.55 1.51
H 1.23 -2.89 0.36
H 2.45 -1.83 1.17
H 2.41 -2.47 -0.51
H 1.21 0.20 1.93
H -5.92 1.19 0.40
```

2.
The following is a DFT calculation (ωB97M-V/def2-TZVPD) of a 2-piece molecular cluster, C6H8F2 overall in a non-equilibrium geometry.

The LUMO energy comes out at -0.33 eV. The calculation puts the relative energy (zero: lowest compared OMol25 entry of this formula, charge and spin) at 588.2 kJ/mol. For the orbital gap, the calculation gives 8.22 eV. As for the HOMO energy: -8.5534 eV.

XYZ file:
```
16
C6H8F2 ωB97M-V/def2-TZVPD
C 1.18 -0.20 0.03
C 2.77 -1.65 -0.27
C 0.02 -0.76 0.43
C -2.46 -0.31 -0.40
C 1.74 1.14 -0.15
C -1.23 0.01 0.67
F 3.72 -0.91 -0.60
F 0.82 2.10 -0.41
H -0.21 -1.80 0.43
H -2.59 -1.36 -0.66
H -2.29 0.27 -1.23
H -3.46 -0.10 -0.02
H 2.46 1.17 -0.99
H 2.08 1.60 0.80
H -1.46 -0.20 1.72
H -1.08 0.99 0.63
```

3.
The following is a DFT calculation (ωB97M-V/def2-TZVPD) of C31H33AsIN2O8S2W as an isolated structure in a non-equilibrium geometry.

The LUMO energy (spin up / spin down) comes out at 1.78 / 1.78 eV. The calculation puts the relative energy (zero: lowest compared OMol25 entry of this formula, charge and spin) at 77.5 kJ/mol. For the orbital gap (spin up / spin down), the calculation gives 6.11 / 6.11 eV. As for the HOMO energy (spin up / spin down): -4.3253 / -4.3257 eV. Its net charge is -1.

XYZ file:
```
79
C31H33AsIN2O8S2W ωB97M-V/def2-TZVPD
W -0.19 -0.61 -0.24
O -2.80 -3.46 4.78
C -2.22 -2.81 3.75
C -2.55 -1.51 3.41
C -1.92 -0.94 2.32
N -1.07 -1.62 1.56
C -0.62 -2.80 2.00
C -1.19 -3.46 3.07
C 0.68 -3.21 1.35
O 1.26 -4.21 1.72
O 1.04 -2.36 0.47
C -1.87 0.54 2.04
O -2.53 1.30 2.72
O -1.02 0.81 1.13
H -3.45 -2.88 5.20
H -3.22 -0.89 3.99
H -0.78 -4.40 3.39
C -4.05 3.57 0.88
C -3.53 3.64 -0.53
C -4.30 4.30 -1.52
C -3.81 4.40 -2.78
C -2.54 3.84 -3.09
C -1.99 3.96 -4.38
C -0.76 3.41 -4.63
C -0.08 2.72 -3.62
C -0.58 2.57 -2.33
S 0.50 1.78 -1.19
C -1.86 3.16 -2.05
N -2.36 3.10 -0.78
H -5.14 3.47 0.88
H -3.79 4.48 1.42
H -3.60 2.74 1.41
H -5.27 4.72 -1.26
H -4.36 4.91 -3.56
H -2.54 4.49 -5.14
H -0.31 3.50 -5.61
H 0.87 2.26 -3.84
C -1.34 -2.85 -3.23
As -1.29 -2.83 -1.30
C -3.13 -3.18 -0.75
C -0.62 -4.66 -1.03
S -2.02 -0.13 -1.39
H -2.01 -3.65 -3.56
H -0.34 -3.05 -3.61
H -1.69 -1.89 -3.59
H -3.45 -4.12 -1.20
H -3.78 -2.36 -1.05
H -3.15 -3.28 0.34
H -1.29 -5.35 -1.55
H -0.59 -4.92 0.03
H 0.39 -4.76 -1.43
C 2.03 -0.82 -3.73
C 2.17 -1.36 -2.31
C 2.36 -2.87 -2.32
C 3.36 -0.70 -1.61
O 0.97 -1.01 -1.64
H 2.92 -1.07 -4.32
H 1.92 0.26 -3.70
H 1.15 -1.24 -4.22
H 3.28 -3.11 -2.85
H 1.53 -3.37 -2.84
H 2.42 -3.26 -1.30
H 4.27 -0.89 -2.19
H 3.48 -1.11 -0.61
H 3.19 0.38 -1.53
I 8.17 -0.55 2.75
C 6.10 -0.39 2.46
C 5.26 -1.29 3.10
C 3.89 -1.17 2.92
C 3.37 -0.19 2.09
C 4.23 0.69 1.45
C 5.60 0.60 1.64
C 1.88 -0.11 1.88
O 1.14 -0.44 2.80
O 1.54 0.20 0.68
H 5.66 -2.07 3.73
H 3.21 -1.86 3.41
H 3.82 1.44 0.78
H 6.27 1.29 1.14
```

4.
The following is a DFT calculation (ωB97M-V/def2-TZVPD) of a 6-piece molecular cluster, C23H33ClN2O18 overall.

The SMILES is [H]/N=C/C[C@H]1OC(=O)O[C@@]1(N)C[C@@H](C)Cl.O=C1OCCO1.O=C1OCCO1.O=C1OCCO1.O=C1OCCO1.O=C1OCCO1. The LUMO energy comes out at 0.13 eV. For the orbital gap, the calculation gives 9.98 eV. As for the HOMO energy: -9.8527 eV.

XYZ file:
```
77
C23H33ClN2O18 ωB97M-V/def2-TZVPD
C 2.23 -0.55 1.25
C 2.32 0.55 0.18
Cl 2.62 -0.21 -1.43
C 1.10 1.51 0.20
C 0.35 1.83 -1.09
N 1.14 2.45 -2.09
O -0.70 2.81 -0.61
C -1.84 2.60 -1.27
O -2.80 3.32 -1.21
O -1.79 1.47 -1.98
C -0.58 0.77 -1.72
C -0.88 -0.50 -0.91
C -1.85 -0.30 0.23
N -3.08 -0.55 0.08
H 2.70 -0.19 2.17
H 2.78 -1.43 0.92
H 1.21 -0.83 1.48
H 3.20 1.16 0.39
H 0.38 1.12 0.92
H 1.43 2.48 0.58
H 1.64 3.24 -1.70
H 0.52 2.78 -2.83
H -0.15 0.45 -2.68
H -1.32 -1.25 -1.56
H 0.05 -0.91 -0.52
H -1.46 0.04 1.20
H -3.59 -0.36 0.95
C -0.03 0.91 -7.20
C -0.89 0.18 -6.19
O -0.79 1.02 -5.03
C -0.44 2.26 -5.44
O -0.41 3.22 -4.73
O -0.12 2.27 -6.75
H -0.38 0.84 -8.22
H 1.02 0.60 -7.15
H -1.94 0.14 -6.49
H -0.54 -0.82 -5.95
C -5.37 4.22 1.31
C -4.22 3.33 1.74
O -4.45 3.21 3.15
C -5.75 3.45 3.40
O -6.29 3.27 4.45
O -6.37 3.92 2.29
H -5.74 3.99 0.31
H -5.11 5.28 1.37
H -4.29 2.33 1.29
H -3.24 3.75 1.54
C 4.96 3.56 -2.94
C 6.15 2.70 -2.57
O 6.13 2.76 -1.14
C 4.87 3.04 -0.74
O 4.48 2.98 0.38
O 4.11 3.40 -1.80
H 4.44 3.23 -3.83
H 5.22 4.61 -3.04
H 6.03 1.66 -2.88
H 7.10 3.08 -2.94
C -2.67 -4.54 3.52
C -3.19 -3.57 2.48
O -2.00 -2.85 2.12
C -0.93 -3.61 2.42
O 0.19 -3.36 2.09
O -1.30 -4.70 3.13
H -3.16 -5.51 3.52
H -2.70 -4.12 4.53
H -3.56 -4.08 1.59
H -3.94 -2.89 2.85
C 2.17 -5.75 3.72
C 2.82 -5.45 5.06
O 1.97 -6.16 5.96
C 1.34 -7.15 5.28
O 0.70 -8.01 5.79
O 1.56 -7.02 3.96
H 2.88 -5.83 2.90
H 1.40 -5.03 3.46
H 3.83 -5.85 5.14
H 2.83 -4.39 5.31
```

5.
The following is a DFT calculation (ωB97M-V/def2-TZVPD) of C3H4BaLiO3 as an isolated structure in a non-equilibrium geometry.

The LUMO energy comes out at -4.04 eV. The calculation puts the relative energy (zero: lowest compared OMol25 entry of this formula, charge and spin) at 404.4 kJ/mol. For the orbital gap, the calculation gives 5.04 eV. As for the HOMO energy: -9.0804 eV. Its net charge is +1.

XYZ file:
```
12
C3H4BaLiO3 ωB97M-V/def2-TZVPD
H 1.69 -1.86 1.13
O 1.39 -1.51 -0.88
O -1.50 -0.22 -1.73
C 1.63 -1.13 0.30
C -1.80 0.21 -0.65
H 2.22 -0.20 0.42
Li 0.23 -1.01 -2.22
Ba -3.05 2.68 0.46
O -0.70 1.91 0.82
C -0.30 0.61 0.49
H 0.74 0.84 0.81
H -0.55 -0.32 1.04
```

6.
The following is a DFT calculation (ωB97M-V/def2-TZVPD) of an isolated ion of composition C5H10NO and charge +1 in a non-equilibrium geometry.

The SMILES is C[C@H](O)[N+]1(C)C=C1. The LUMO energy comes out at -4.13 eV. The calculation puts the relative energy (zero: lowest compared OMol25 entry of this formula, charge and spin) at 536.8 kJ/mol. For the orbital gap, the calculation gives 11.02 eV. As for the HOMO energy: -15.1422 eV. Its net charge is +1.

XYZ file:
```
17
C5H10NO ωB97M-V/def2-TZVPD
C 1.50 0.01 -1.27
C 1.45 1.29 -0.97
C -1.47 0.98 -1.08
C 1.40 0.07 1.32
C -0.72 0.23 0.00
N 0.78 0.33 -0.01
O -1.15 0.76 1.53
H 1.75 -0.69 -2.02
H 1.67 2.44 -1.13
H -2.48 1.31 -0.76
H -0.76 1.76 -1.43
H -1.62 0.48 -2.13
H 1.08 -0.88 1.76
H 2.52 0.06 1.09
H 0.98 0.93 1.99
H -1.07 -0.84 0.04
H -1.61 0.01 1.95
```

7.
The following is a DFT calculation (ωB97M-V/def2-TZVPD) of a 8-piece molecular cluster, C28H84N9O8P3S5 overall in a non-equilibrium geometry.

The LUMO energy comes out at 0.12 eV. The calculation puts the relative energy (zero: lowest compared OMol25 entry of this formula, charge and spin) at 108.9 kJ/mol. For the orbital gap, the calculation gives 8.24 eV. As for the HOMO energy: -8.1139 eV.

XYZ file:
```
137
C28H84N9O8P3S5 ωB97M-V/def2-TZVPD
O 5.72 -0.75 7.06
P 4.84 -1.93 6.89
N 4.80 -2.88 8.24
C 5.96 -3.66 8.56
C 4.10 -2.25 9.35
N 5.38 -2.82 5.54
C 4.92 -4.21 5.17
C 5.81 -2.08 4.35
N 3.15 -1.60 6.52
C 2.26 -2.73 6.46
C 2.50 -0.32 6.62
H 6.32 -4.26 7.72
H 5.57 -4.34 9.32
H 6.70 -3.05 9.09
H 3.13 -1.83 9.09
H 4.68 -1.41 9.74
H 3.92 -3.01 10.11
H 4.00 -4.07 4.60
H 5.67 -4.80 4.64
H 4.67 -4.75 6.08
H 4.97 -1.58 3.87
H 6.48 -1.30 4.73
H 6.39 -2.66 3.63
H 2.82 -3.57 6.04
H 1.92 -3.02 7.46
H 1.39 -2.47 5.87
H 1.79 -0.18 5.80
H 3.20 0.51 6.73
H 1.89 -0.32 7.52
O -6.02 7.93 5.84
P -4.62 7.90 6.33
N -3.39 7.43 5.17
C -3.73 6.71 3.92
C -1.95 7.29 5.51
N -4.33 6.72 7.59
C -3.23 6.85 8.56
C -4.93 5.37 7.53
N -3.97 9.35 7.02
C -3.32 10.29 6.11
C -4.63 9.95 8.26
H -3.53 5.64 4.02
H -3.21 7.13 3.05
H -4.81 6.68 3.80
H -1.60 8.06 6.20
H -1.32 7.16 4.63
H -1.85 6.30 5.95
H -2.30 7.15 8.08
H -3.48 7.47 9.42
H -2.91 5.92 9.02
H -4.24 4.61 7.16
H -5.25 5.12 8.54
H -5.89 5.39 7.03
H -3.19 11.26 6.59
H -2.36 9.90 5.79
H -3.90 10.50 5.21
H -5.60 10.37 8.01
H -4.08 10.81 8.67
H -4.90 9.19 8.99
O 3.95 -6.36 -11.72
P 2.73 -5.69 -11.18
N 2.76 -5.31 -9.53
C 3.45 -4.06 -9.00
C 3.05 -6.40 -8.60
N 1.34 -6.65 -11.49
C 1.18 -7.41 -12.80
C 0.10 -6.27 -10.78
N 2.38 -4.22 -11.95
C 2.88 -3.85 -13.24
C 1.17 -3.52 -11.56
H 3.27 -3.98 -7.93
H 2.77 -3.30 -9.39
H 4.44 -3.95 -9.45
H 4.02 -6.84 -8.85
H 2.28 -7.17 -8.67
H 2.96 -5.98 -7.60
H 2.16 -7.79 -13.09
H 0.54 -8.29 -12.77
H 0.87 -6.82 -13.66
H -0.65 -7.04 -10.95
H 0.21 -6.00 -9.73
H -0.33 -5.37 -11.21
H 3.90 -4.17 -13.43
H 2.32 -4.45 -13.96
H 2.73 -2.79 -13.47
H 0.33 -3.84 -12.19
H 1.28 -2.44 -11.72
H 0.87 -3.64 -10.52
C -0.40 -1.82 -3.03
S 0.29 -2.32 -1.31
O 1.63 -2.91 -1.72
C 0.70 -0.57 -0.83
H 0.17 -0.98 -3.44
H -1.39 -1.38 -2.91
H -0.29 -2.61 -3.76
H 1.32 -0.60 0.07
H -0.26 -0.07 -0.72
H 1.29 -0.10 -1.61
C -7.84 -0.25 2.01
S -6.50 -1.57 1.68
O -5.21 -1.31 2.44
C -7.25 -2.91 2.69
H -7.49 0.67 1.55
H -7.90 0.04 3.05
H -8.82 -0.45 1.57
H -6.58 -3.77 2.70
H -8.27 -3.19 2.45
H -7.22 -2.51 3.71
C 4.91 6.87 -2.77
S 3.35 6.61 -1.90
O 3.66 5.84 -0.62
C 3.08 8.37 -1.52
H 4.90 7.50 -3.66
H 5.53 6.05 -3.11
H 5.62 7.35 -2.10
H 3.92 8.68 -0.89
H 2.12 8.48 -1.02
H 3.03 9.00 -2.40
C -1.49 -9.02 -0.15
S -0.50 -10.35 0.62
O -1.02 -11.65 0.01
C 1.09 -9.88 -0.22
H -2.50 -9.43 -0.16
H -1.19 -8.95 -1.19
H -1.44 -8.07 0.39
H 1.40 -8.85 -0.04
H 1.09 -10.07 -1.30
H 1.88 -10.49 0.21
C -5.12 4.11 -4.74
S -3.36 4.56 -4.77
O -2.87 3.87 -6.06
C -3.67 6.34 -5.25
H -5.57 4.24 -5.72
H -5.71 4.71 -4.05
H -5.28 3.05 -4.55
H -4.54 6.76 -4.74
H -3.80 6.53 -6.32
H -2.85 7.00 -4.95
```

8.
The following is a DFT calculation (ωB97M-V/def2-TZVPD) of C26H24ClCoN5O10S2 as an isolated structure.

The LUMO energy (spin up / spin down) comes out at -1.37 / -1.38 eV. The calculation puts the relative energy (zero: lowest compared OMol25 entry of this formula, charge and spin) at 0.0 kJ/mol. Its spin multiplicity is 4. For the orbital gap (spin up / spin down), the calculation gives 7.36 / 7.55 eV. As for the HOMO energy (spin up / spin down): -8.7316 / -8.9303 eV. Its expectation value of S² is 3.759.

XYZ file:
```
69
C26H24ClCoN5O10S2 ωB97M-V/def2-TZVPD
Co 0.42 0.01 -0.36
O -1.74 -5.28 -0.27
C -1.32 -5.00 0.95
O -1.39 -5.79 1.86
C -0.75 -3.63 1.18
C -0.27 -3.17 2.40
Cl -0.12 -4.01 3.86
N 0.14 -1.90 2.25
N -0.01 -1.53 0.96
C -0.56 -2.54 0.32
C -0.91 -2.30 -1.14
O -1.43 -3.21 -1.78
O -0.66 -1.12 -1.55
C 0.59 -0.92 3.19
C 1.53 0.01 2.77
C 1.93 1.02 3.63
C 1.41 1.09 4.91
C 0.48 0.16 5.32
C 0.05 -0.85 4.47
H -1.65 -4.50 -0.90
H 1.99 -0.07 1.79
H 2.68 1.72 3.29
H 1.74 1.87 5.59
H 0.05 0.20 6.32
H -0.71 -1.54 4.79
C -3.54 7.23 -5.49
C -3.53 5.94 -4.68
S -2.74 6.20 -3.11
O -3.43 7.25 -2.41
O -1.32 6.30 -3.31
C -3.03 4.68 -2.23
C -2.33 4.76 -0.87
N -2.02 3.43 -0.37
C -0.82 2.82 -0.55
N -0.82 1.61 -0.01
C -2.06 1.41 0.53
C -2.80 2.53 0.32
N -4.17 2.74 0.68
O -4.72 3.74 0.24
O -4.68 1.91 1.39
C 0.32 3.46 -1.23
H -4.02 7.04 -6.45
H -2.53 7.58 -5.67
H -4.09 8.00 -4.97
H -2.96 5.15 -5.18
H -4.54 5.58 -4.47
H -2.60 3.88 -2.83
H -4.10 4.52 -2.11
H -2.95 5.29 -0.15
H -1.38 5.28 -0.97
H -2.35 0.50 1.03
H 0.71 4.30 -0.66
H 0.04 3.83 -2.22
H 1.11 2.72 -1.35
O 6.98 4.55 1.42
C 6.30 3.54 2.02
O 6.46 3.31 3.19
C 5.36 2.77 1.16
C 5.09 1.45 1.52
C 4.21 0.69 0.77
C 3.54 1.24 -0.33
S 2.43 0.27 -1.32
C 3.84 2.55 -0.70
C 4.73 3.31 0.04
H 6.83 4.52 0.47
H 5.59 1.03 2.38
H 4.05 -0.35 1.02
H 3.37 2.98 -1.57
H 4.91 4.33 -0.25
```

Sequential calculated total energy output: -14940.8721; -11779.7815; -144484.7652; -76744.9364; -10207.2355; -8873.0162; -142227.3735; -127096.9305 eV